# 1
{
  "formula": "C16H39NO7PS2",
  "method": "the ωB97M-V functional and the def2-TZVPD basis",
  "charge": 1,
  "e_homo_ev": -11.7035,
  "orbital_gap_ev": 9.276,
  "relative_energy_ev": 0.000,
  "species": ["C", "C", "C", "C", "P", "C", "C", "C", "C", "N", "C", "C", "O", "H", "H", "H", "H", "H", "H", "H", "H", "H", "H", "H", "H", "H", "H", "H", "H", "H", "H", "H", "H", "H", "H", "H", "O", "S", "O", "O", "C", "C", "C", "H", "H", "H", "H", "H", "H", "H", "H", "O", "S", "O", "O", "C", "C", "C", "H", "H", "H", "H", "H", "H", "H", "H"],
  "coordinates": [[1.8318, -4.0772, -1.5189], [0.9335, -4.1150, -2.7619], [1.0439, -2.8510, -3.6106], [0.5666, -1.5239, -2.9644], [-0.9103, -1.6005, -1.9472], [-2.4442, -1.2606, -2.8210], [-3.6370, -1.7870, -2.0043], [-4.9717, -1.2149, -2.4987], [-6.1512, -2.1146, -2.1266], [-7.3359, -1.8097, -2.9444], [-8.3240, -2.8362, -2.7729], [-8.2237, -3.9968, -3.7208], [-9.1884, -2.7399, -1.9319], [1.7471, -3.1337, -0.9724], [1.6033, -4.9053, -0.8442], [2.8744, -4.2040, -1.8235], [-0.1013, -4.3569, -2.4974], [1.2618, -4.9473, -3.3923], [2.1032, -2.6926, -3.8372], [0.5485, -2.9868, -4.5752], [1.3566, -1.0927, -2.3451], [0.3651, -0.7964, -3.7578], [-1.0688, -2.8334, -1.3216], [-0.8175, -0.6650, -0.9095], [-2.3961, -1.7652, -3.7903], [-2.5164, -0.1835, -2.9946], [-3.5054, -1.5110, -0.9500], [-3.6477, -2.8819, -2.0329], [-5.1140, -0.2507, -1.9970], [-4.9683, -1.0253, -3.5740], [-6.3692, -2.0281, -1.0557], [-5.8734, -3.1578, -2.3205], [-7.7865, -0.9823, -2.5576], [-8.5651, -4.8965, -3.2050], [-7.2000, -4.1535, -4.0653], [-8.8785, -3.8183, -4.5747], [-0.6447, 0.9606, 0.7423], [-0.6966, 2.3843, 0.9649], [-0.2877, 3.2455, -0.0988], [0.0880, 2.7190, 2.2864], [1.4439, 2.2099, 2.4421], [2.4614, 2.9882, 1.6417], [-2.2975, 2.8479, 1.5208], [1.4505, 1.1485, 2.1916], [1.6368, 2.2981, 3.5085], [2.3175, 2.8467, 0.5706], [3.4639, 2.6593, 1.9059], [2.3838, 4.0539, 1.8507], [-2.5893, 2.1973, 2.3402], [-2.9737, 2.7337, 0.6764], [-2.2618, 3.8869, 1.8362], [5.1686, 3.8263, 3.2115], [6.0286, 4.3604, 4.2298], [7.1626, 5.1383, 3.8461], [6.4853, 3.1749, 5.1799], [7.0706, 2.0035, 4.5610], [8.5080, 2.2229, 4.1403], [5.0804, 5.2491, 5.4131], [6.4452, 1.6961, 3.7217], [7.0035, 1.2343, 5.3274], [8.5807, 2.9395, 3.3240], [8.9382, 1.2775, 3.8092], [9.0958, 2.6047, 4.9742], [4.2375, 4.6378, 5.7219], [4.7389, 6.1574, 4.9217], [5.7207, 5.4929, 6.2561]]
}

=====

# 2
{
  "formula": "C31H50Cl3CoF16O11",
  "method": "the ωB97M-V functional and the def2-TZVPD basis",
  "charge": 1,
  "e_homo_ev": [-11.9604, -11.9603],
  "orbital_gap_ev": [9.028, 8.223],
  "multiplicity": 4,
  "relative_energy_ev": 0.000,
  "species": ["Co", "Cl", "O", "O", "O", "O", "C", "C", "C", "F", "F", "F", "F", "O", "C", "C", "F", "F", "F", "F", "H", "H", "H", "H", "C", "C", "C", "F", "F", "F", "F", "O", "C", "C", "F", "F", "F", "F", "H", "H", "H", "H", "C", "C", "C", "O", "C", "H", "H", "H", "H", "H", "H", "H", "H", "C", "C", "C", "O", "C", "H", "H", "H", "H", "H", "H", "H", "H", "C", "C", "C", "O", "C", "H", "H", "H", "H", "H", "H", "H", "H", "C", "C", "C", "O", "C", "H", "H", "H", "H", "H", "H", "H", "H", "C", "C", "C", "O", "C", "H", "H", "H", "H", "H", "H", "H", "H", "C", "Cl", "Cl", "H", "H"],
  "coordinates": [[-1.8893, -0.7046, -2.0818], [0.6120, -0.3456, 0.3982], [-0.2378, -0.1879, 1.5381], [-0.2265, -0.3849, -0.8142], [1.5461, 0.7404, 0.2562], [1.3264, -1.5895, 0.4464], [5.0524, -0.5377, 1.7349], [5.4336, -1.8029, 1.0189], [4.2911, -2.4515, 0.2361], [3.9459, -1.6373, -0.8018], [4.7051, -3.6438, -0.2535], [6.4430, -1.4714, 0.1544], [5.9179, -2.7057, 1.8890], [3.9652, -0.8472, 2.5840], [3.5325, 0.1520, 3.3816], [2.3275, -0.4207, 4.1313], [2.6697, -1.5515, 4.7743], [1.8281, 0.4496, 5.0290], [4.5163, 0.5705, 4.2122], [3.1262, 1.2195, 2.6474], [4.8058, 0.2267, 1.0030], [5.9247, -0.2291, 2.3159], [3.4220, -2.6404, 0.8711], [1.5512, -0.6464, 3.3898], [0.4340, 7.1889, 1.1428], [0.2429, 7.9515, 2.4389], [1.0324, 7.3723, 3.6003], [2.3705, 7.4963, 3.2918], [0.7613, 8.0345, 4.7294], [0.6134, 9.2435, 2.1955], [-1.0632, 7.9659, 2.7960], [0.4631, 5.7805, 1.3215], [-0.6242, 5.1245, 0.8765], [-0.5493, 3.6867, 1.3292], [-0.4408, 3.6126, 2.6639], [-1.6959, 3.0804, 0.9166], [-1.7521, 5.7320, 1.2807], [-0.6698, 5.1430, -0.4843], [1.3841, 7.4797, 0.6941], [-0.3281, 7.5310, 0.4412], [0.8204, 6.3026, 3.7036], [0.3002, 3.1972, 0.8370], [1.0580, -1.7179, -5.0028], [-0.1193, -2.6498, -5.3866], [-0.8215, -2.9047, -4.0553], [-0.5361, -1.7501, -3.2601], [0.8483, -1.4217, -3.5198], [1.1190, -0.8263, -5.6265], [2.0138, -2.2208, -5.1547], [0.2354, -3.5630, -5.8561], [-0.7791, -2.1565, -6.1009], [-0.3759, -3.7682, -3.5456], [-1.8863, -3.1043, -4.1577], [1.4645, -2.0750, -2.8967], [1.0374, -0.3997, -3.2077], [-0.1343, 1.9563, -4.6957], [0.1175, 2.6541, -3.3328], [-1.1238, 2.3456, -2.5030], [-1.5832, 1.0590, -3.0207], [-1.3783, 1.1092, -4.4521], [0.7481, 1.3781, -4.9553], [-0.3202, 2.7011, -5.4646], [0.3254, 3.7200, -3.4112], [0.9865, 2.2478, -2.8095], [-1.9370, 3.0639, -2.6549], [-0.9276, 2.3169, -1.4366], [-2.2633, 1.5553, -4.9107], [-1.2730, 0.1034, -4.8580], [-3.1002, -4.5142, -0.2184], [-1.5907, -4.7226, -0.4234], [-1.0903, -3.2971, -0.4426], [-2.1147, -2.5898, -1.2023], [-3.3856, -3.2957, -1.0841], [-3.3008, -4.2952, 0.8331], [-3.6734, -5.3945, -0.4991], [-1.3915, -5.1578, -1.4075], [-1.0725, -5.2985, 0.3352], [-0.1287, -3.1460, -0.9296], [-0.9804, -2.8655, 0.5575], [-3.7065, -3.5715, -2.0948], [-4.1493, -2.6308, -0.6758], [-0.5977, -5.2543, 4.3400], [0.2190, -3.9467, 4.2795], [0.3887, -3.6899, 2.7605], [-0.0689, -4.8440, 2.0764], [-1.0587, -5.4465, 2.8972], [-1.4401, -5.2515, 5.0286], [0.0593, -6.0819, 4.6055], [1.1877, -4.0849, 4.7502], [-0.3078, -3.1278, 4.7648], [1.4248, -3.4732, 2.5099], [-0.2219, -2.8340, 2.4405], [-1.1375, -6.5015, 2.6262], [-2.0636, -5.0170, 2.7278], [-5.3631, 0.4141, -0.0354], [-4.6734, -0.4151, 1.0722], [-3.1654, -0.3048, 0.7422], [-3.1058, 0.0846, -0.6702], [-4.2308, 0.9524, -0.9113], [-5.9886, 1.2194, 0.3399], [-5.9929, -0.2503, -0.6265], [-4.9503, -1.4666, 1.0002], [-4.8071, -0.0783, 2.0946], [-2.5699, -1.2015, 0.8627], [-2.7282, 0.5057, 1.3142], [-4.4960, 0.9755, -1.9665], [-3.9353, 1.9636, -0.6174], [3.8047, 3.6252, -1.3729], [5.2988, 4.5218, -1.2776], [2.3653, 4.6044, -1.0366], [3.6650, 3.2242, -2.3692], [3.7913, 2.8216, -0.6572]]
}

=====

# 3
{
  "formula": "C28H50O14",
  "method": "the ωB97M-V functional and the def2-TZVPD basis",
  "e_homo_ev": -9.8419,
  "orbital_gap_ev": 10.204,
  "smiles": "CCOC(C)=O.CCOC(C)=O.CCOC(C)=O.CCOC(C)=O.O=C1CCCO1.O=C1CCCO1.O=C1CCCO1",
  "species": ["C", "C", "O", "C", "C", "O", "H", "H", "H", "H", "H", "H", "H", "H", "C", "C", "O", "C", "C", "O", "H", "H", "H", "H", "H", "H", "H", "H", "C", "C", "O", "C", "C", "O", "H", "H", "H", "H", "H", "H", "H", "H", "C", "C", "O", "C", "C", "O", "H", "H", "H", "H", "H", "H", "H", "H", "O", "C", "C", "C", "C", "O", "H", "H", "H", "H", "H", "H", "O", "C", "C", "C", "C", "O", "H", "H", "H", "H", "H", "H", "O", "C", "C", "C", "C", "O", "H", "H", "H", "H", "H", "H"],
  "coordinates": [[9.4136, 22.1513, 11.2376], [10.8447, 22.0573, 10.6984], [10.9227, 21.2944, 9.4913], [10.6923, 19.9915, 9.5611], [11.2100, 19.2713, 8.3245], [10.2971, 19.3553, 10.5008], [9.1002, 21.1462, 11.5137], [8.6742, 22.5497, 10.5431], [9.3329, 22.7501, 12.1464], [11.2841, 23.0408, 10.5734], [11.4071, 21.4561, 11.4201], [10.5049, 18.5126, 7.9931], [12.2443, 18.9376, 8.3723], [11.2606, 19.9473, 7.4605], [2.5756, 17.5218, 7.4836], [2.2163, 17.1724, 8.9153], [0.9744, 16.4374, 8.7688], [0.4628, 15.8212, 9.8367], [-0.6765, 14.8996, 9.5205], [0.9603, 15.7824, 10.9346], [1.8560, 18.1919, 7.0144], [2.6694, 16.6102, 6.8899], [3.5185, 18.0562, 7.3584], [2.9238, 16.6827, 9.5797], [1.9003, 18.0938, 9.4125], [-0.3418, 13.9682, 9.0716], [-1.3971, 15.3314, 8.8189], [-1.2509, 14.7535, 10.4313], [5.2819, 20.6471, 6.2412], [6.4915, 19.8551, 6.7354], [6.8023, 20.1990, 8.0872], [6.1276, 19.6159, 9.0620], [6.5837, 20.0864, 10.4244], [5.3161, 18.7345, 8.9383], [4.4321, 20.5198, 6.9168], [4.9602, 20.0984, 5.3500], [5.3902, 21.7158, 6.0747], [6.2213, 18.8023, 6.6598], [7.3490, 20.1197, 6.1198], [7.0773, 21.0556, 10.3893], [7.2925, 19.3637, 10.8261], [5.7365, 20.2889, 11.0782], [8.0312, 18.6123, 14.0907], [7.6248, 17.1396, 13.9588], [6.9926, 16.7301, 15.1537], [6.6557, 15.4566, 15.2760], [5.8551, 15.1524, 16.5144], [6.9309, 14.5314, 14.5483], [7.1669, 19.2639, 14.2482], [8.5212, 19.0171, 13.2043], [8.7222, 18.7241, 14.9254], [6.9949, 16.9341, 13.0947], [8.6053, 16.6867, 13.7933], [5.0039, 14.5436, 16.2303], [5.4808, 16.0714, 16.9710], [6.5493, 14.6996, 17.2201], [2.5760, 20.8858, 4.0519], [2.2231, 21.9489, 3.6225], [3.1121, 22.9863, 2.9914], [2.1127, 23.8842, 2.2566], [0.8544, 23.7295, 3.1239], [0.9707, 22.4211, 3.7140], [3.6113, 23.6041, 3.7383], [3.8129, 22.5874, 2.2628], [2.4786, 24.9054, 2.1686], [1.8948, 23.5114, 1.2555], [0.7688, 24.4809, 3.9094], [-0.0554, 23.7295, 2.5275], [2.8713, 19.6129, 11.1811], [3.0416, 18.7746, 12.0207], [4.3613, 18.1566, 12.4995], [3.9384, 17.0485, 13.4674], [2.4420, 17.2037, 13.6372], [2.0443, 18.2239, 12.7125], [4.8085, 17.6487, 11.6409], [5.1037, 18.8681, 12.8512], [4.2407, 16.1051, 13.0205], [4.4974, 17.2356, 14.3855], [2.0503, 16.2071, 13.4345], [2.1676, 17.4182, 14.6678], [8.0609, 19.2213, 2.3582], [7.7195, 20.2510, 2.8596], [6.4488, 21.0213, 2.6386], [6.6305, 22.3119, 3.4070], [8.0045, 22.1529, 4.1314], [8.4946, 20.8635, 3.7934], [6.2533, 21.1319, 1.5722], [5.5744, 20.5128, 3.0491], [6.5834, 23.2576, 2.8545], [5.7844, 22.5442, 4.0573], [8.6215, 22.9627, 3.7514], [7.7868, 22.3496, 5.1796]]
}